i:
Formula: C3H7N3S
Source: OMol25
Level of theory: ωB97M-V with the def2-TZVPD basis set

Calculated values
SMILES string: [H]/N=C(\C)N/C=N\S
E_LUMO: 0.681 eV
net charge: 0
HOMO level: -8.39 eV

Last column: Mulliken charge in e.
Cartesian coordinates (Å):
H  3.324  -1.122  -0.501  0.232
N  2.347  -1.199  -0.205  -0.684
C  1.888  -0.019  -0.052  0.646
C  2.662  1.262  0.118  -1.121
N  0.483  0.138  0.070  -0.218
C  -0.409  -0.900  0.174  0.130
N  -1.690  -0.887  0.179  -0.437
S  -2.565  0.549  -0.123  -0.208
H  2.306  1.975  -0.628  0.313
H  3.726  1.099  -0.048  0.372
H  2.532  1.670  1.122  0.276
H  0.050  1.047  -0.093  0.191
H  0.023  -1.895  0.317  0.363
H  -3.750  0.019  0.060  0.144

***

ii:
Formula: C3H7N3S
Source: OMol25
Level of theory: ωB97M-V with the def2-TZVPD basis set

Calculated values
SMILES string: CN(N)/C=N/C=S
E_LUMO: 0.046 eV
net charge: 0
HOMO level: -8.19 eV

Last column: Mulliken charge in e.
Cartesian coordinates (Å):
C  0.554  -1.190  -1.296  -0.853
N  0.577  0.120  -0.647  0.325
N  1.429  1.104  -1.121  -0.775
C  -0.222  0.398  0.408  0.089
N  -0.956  -0.478  0.987  -0.377
C  -1.755  -0.060  2.010  -0.072
S  -2.695  -1.052  2.915  -0.268
H  0.402  -1.086  -2.366  0.298
H  1.562  -1.634  -1.063  0.268
H  -0.164  -1.840  -0.854  0.362
H  1.020  1.980  -1.351  0.247
H  2.271  1.232  -0.531  0.249
H  -0.230  1.436  0.720  0.334
H  -1.793  1.070  2.187  0.174

***

iii:
Formula: C3H7N3S
Source: OMol25
Level of theory: ωB97M-V with the def2-TZVPD basis set

Calculated values
SMILES string: C[C@@H]1CNN=[N+]1[S-]
E_LUMO: 0.464 eV
net charge: 0
HOMO level: -7.36 eV

Last column: Mulliken charge in e.
Cartesian coordinates (Å):
C  -0.254  -1.630  -0.327  -1.199
C  -0.022  -0.310  0.437  0.265
C  -0.926  0.873  0.154  -0.402
N  0.050  1.910  -0.091  0.076
N  1.294  1.435  -0.064  -0.558
N  1.358  0.203  0.222  0.410
S  2.657  -0.766  0.071  -0.358
H  -0.275  -2.637  0.197  0.295
H  0.597  -1.759  -1.020  0.284
H  -1.116  -1.584  -0.879  0.359
H  -0.092  -0.590  1.479  0.129
H  -1.586  0.742  -0.726  0.235
H  -1.651  1.251  1.038  0.212
H  -0.034  2.861  -0.490  0.250

***

Stability order, top to bottom: i, ii, iii

***

i:
Formula: C3H7N3S
Source: OMol25
Level of theory: ωB97M-V with the def2-TZVPD basis set

Calculated values
SMILES string: CNN1C=CSN1
E_LUMO: 0.713 eV
net charge: 0
HOMO level: -7.11 eV

Last column: Mulliken charge in e.
Cartesian coordinates (Å):
C  2.088  -0.731  0.408  -0.724
N  1.138  0.261  -0.186  -0.503
N  -0.152  0.236  0.193  0.228
C  -0.940  1.330  0.014  -0.586
C  -2.265  1.170  0.054  -0.024
S  -2.659  -0.597  -0.019  -0.071
N  -0.970  -1.103  -0.039  -0.395
H  2.294  -0.518  1.510  0.230
H  1.621  -1.745  0.382  0.284
H  2.911  -0.835  -0.338  0.324
H  1.267  0.230  -1.283  0.251
H  -0.291  2.140  0.119  0.387
H  -3.267  1.574  0.161  0.351
H  -0.775  -1.412  -0.974  0.249

***

ii:
Formula: C3H7N3S
Source: OMol25
Level of theory: ωB97M-V with the def2-TZVPD basis set

Calculated values
E_LUMO: 0.592 eV
net charge: 0
HOMO level: -7.15 eV

Last column: Mulliken charge in e.
Cartesian coordinates (Å):
C  -1.502  1.269  0.367  -0.376
C  -2.721  1.061  -0.156  -0.145
C  1.670  -0.675  0.004  -0.671
N  -1.628  -0.910  0.642  -0.350
N  -0.781  0.128  0.659  -0.010
N  0.521  -0.033  -0.556  -0.459
S  -3.086  -0.626  -0.328  -0.051
H  -1.036  2.218  0.545  0.361
H  -3.461  1.784  -0.427  0.388
H  1.691  -1.767  -0.103  0.241
H  2.545  -0.260  -0.509  0.266
H  1.746  -0.413  1.057  0.298
H  -1.205  -1.822  0.519  0.267
H  0.079  -0.600  -1.277  0.239

***

Stability order, top to bottom: ii, i

***

i:
Formula: C2H5O2P
Source: OMol25
Level of theory: ωB97M-V with the def2-TZVPD basis set

Calculated values
SMILES string: COC(=O)P
E_LUMO: 0.809 eV
net charge: 0
HOMO level: -10.29 eV

Last column: Mulliken charge in e.
Cartesian coordinates (Å):
C  -0.581  1.490  0.739  -0.603
O  0.261  0.336  0.594  -0.328
C  -0.141  -0.630  -0.318  0.594
O  -1.153  -0.558  -0.964  -0.501
P  0.820  -2.172  -0.506  -0.117
H  -1.453  1.142  1.211  0.289
H  -0.923  1.674  -0.261  0.315
H  0.027  2.166  1.335  0.206
H  2.121  -1.733  0.054  0.062
H  1.022  -1.715  -1.885  0.083

***

ii:
Formula: C2H5O2P
Source: OMol25
Level of theory: ωB97M-V with the def2-TZVPD basis set

Calculated values
E_LUMO (alpha / beta): -1.272 / -1.243 eV
net charge: 0
HOMO level (alpha / beta): -7.79 / -7.80 eV

Last column: Mulliken charge in e.
Cartesian coordinates (Å):
C  1.266  -1.420  -0.491  -0.047
C  -1.231  1.317  -0.099  -0.701
O  -0.032  -0.442  1.643  -0.602
O  1.021  -0.196  -0.585  -0.181
P  0.336  0.693  0.790  0.296
H  0.601  -2.131  0.047  0.259
H  2.290  -1.868  -0.754  0.248
H  -1.356  2.405  0.012  0.304
H  -1.894  0.677  0.581  0.217
H  -1.001  0.964  -1.144  0.207

***

Stability order, top to bottom: i, ii

***

i:
Formula: BF4H22O11
Source: OMol25
Level of theory: ωB97M-V with the def2-TZVPD basis set

Calculated values
E_LUMO: 2.307 eV
net charge: -1
HOMO level: -7.38 eV

Last column: Mulliken charge in e.
Cartesian coordinates (Å):
B  -0.480  0.812  -0.834  0.331
F  -1.485  -0.025  -0.318  -0.211
F  -0.582  0.985  -2.176  -0.345
F  -0.643  2.054  -0.267  -0.527
F  0.762  0.345  -0.578  -0.185
O  -1.525  -2.693  0.616  -0.697
H  -0.914  -2.397  -0.022  0.294
H  -1.187  -3.528  0.810  0.308
O  1.174  1.456  2.483  -0.603
H  1.904  1.255  1.940  0.268
H  1.322  0.835  3.153  0.292
O  3.320  0.771  -1.116  -0.684
H  3.568  -0.072  -1.511  0.294
H  2.396  0.627  -0.908  0.458
O  -1.371  0.024  3.026  -0.639
H  -2.044  0.421  2.514  0.275
H  -0.669  -0.227  2.476  0.446
O  -1.320  2.740  2.080  -0.739
H  -1.335  2.678  1.173  0.505
H  -0.608  2.104  2.258  0.299
O  0.797  -1.399  1.920  -0.738
H  0.292  -2.070  1.423  0.375
H  0.785  -0.599  1.408  0.192
O  2.146  0.715  -3.836  -0.641
H  1.453  1.089  -3.344  0.326
H  2.874  1.328  -3.790  0.319
O  -2.162  -1.926  -2.312  -0.637
H  -2.331  -1.164  -1.751  0.321
H  -1.469  -1.589  -2.902  0.323
O  1.480  3.316  -1.407  -0.668
H  2.003  3.176  -0.655  0.297
H  0.678  2.934  -1.044  0.379
O  0.864  -2.838  -0.765  -0.605
H  1.528  -3.194  -0.221  0.296
H  1.452  -2.263  -1.276  0.264
O  -3.859  -1.469  1.206  -0.653
H  -2.946  -1.636  1.010  0.383
H  -3.871  -0.582  1.536  0.326

***

ii:
Formula: BF4H22O11
Source: OMol25
Level of theory: ωB97M-V with the def2-TZVPD basis set

Calculated values
E_LUMO: 2.116 eV
net charge: -1
HOMO level: -8.11 eV

Last column: Mulliken charge in e.
Cartesian coordinates (Å):
B  0.778  -0.309  0.129  0.832
F  -0.422  0.430  0.176  -0.334
F  1.541  -0.300  1.281  -0.274
F  0.454  -1.625  -0.258  -0.480
F  1.622  0.311  -0.858  -0.580
O  0.982  -1.161  4.639  -0.692
H  1.313  -0.605  3.920  0.357
H  1.055  -2.060  4.302  0.332
O  0.443  -0.333  -3.240  -0.786
H  0.798  -0.432  -2.337  0.339
H  -0.324  0.248  -3.130  0.402
O  -2.569  -0.377  -1.672  -0.684
H  -2.042  -0.467  -0.863  0.305
H  -3.464  -0.623  -1.421  0.286
O  -2.526  0.051  2.104  -0.606
H  -3.219  0.636  2.421  0.289
H  -2.120  0.537  1.377  0.322
O  -0.105  1.105  3.180  -0.692
H  -0.077  1.063  2.220  0.261
H  -0.531  0.281  3.442  0.375
O  1.730  3.074  -0.544  -0.686
H  0.959  3.460  -0.121  0.303
H  1.541  2.123  -0.595  0.411
O  0.252  -3.517  1.650  -0.651
H  -0.181  -4.234  1.181  0.282
H  0.352  -2.813  0.984  0.447
O  -3.622  2.208  -0.321  -0.637
H  -4.446  1.715  -0.273  0.297
H  -3.033  1.644  -0.841  0.266
O  -1.428  1.930  -2.836  -0.683
H  -1.204  2.411  -2.032  0.337
H  -1.900  1.136  -2.524  0.372
O  3.430  -2.699  0.498  -0.690
H  3.948  -1.905  0.660  0.320
H  2.517  -2.399  0.557  0.316
O  3.314  0.513  -3.986  -0.666
H  3.799  0.488  -3.157  0.310
H  2.385  0.498  -3.713  0.382

***

Stability order, top to bottom: ii, i